DFT (wB97M-V/def2-TZVPD) results for C57H65N5OP2SiW as an isolated structure at a distorted geometry.

Its charge is +2. The calculation puts the energy relative to the best compared isomer or geometry (same formula, charge and spin) at 0.0 kcal/mol. The strongest force on any atom is 0.037 Eh/bohr. For the highest occupied orbital energy (alpha / beta), the calculation gives -12.851 / -12.864 eV. Its multiplicity is 3. The calculation puts the orbital gap (alpha / beta) at 7.8 / 7.1 eV. For the energy, the calculation gives -3598.99716 a.u.

Geometry as XYZ:
```
132
C57H65N5OP2SiW, DFT wB97M-V/def2-TZVPD
W 0.6554 -0.3854 0.2246
N -0.3814 0.8058 1.6012
P -1.7757 0.0717 -0.5968
C -2.8709 1.1862 0.3532
C -3.9789 0.7337 1.0631
C -4.8460 1.6445 1.6536
C -4.6226 3.0073 1.5358
C -3.5186 3.4657 0.8275
C -2.6496 2.5599 0.2417
C -2.2917 -1.6078 -0.0803
C -3.4951 -2.1924 -0.4600
C -3.7946 -3.4872 -0.0608
C -2.8966 -4.2077 0.7181
C -1.6834 -3.6452 1.0878
C -1.3904 -2.3575 0.6724
C 0.2176 1.9419 1.2514
C 0.0710 3.2385 1.7803
C 0.7711 4.2574 1.1948
C 1.6271 3.9932 0.1053
C 1.7511 2.7131 -0.3500
N 1.0438 1.6938 0.1888
H -0.9229 0.7975 2.4514
H -4.1769 -0.3238 1.1662
H -5.7034 1.2802 2.2045
H -5.3067 3.7115 1.9905
H -3.3308 4.5275 0.7294
H -1.7980 2.9275 -0.3156
H -4.1925 -1.6296 -1.0712
H -4.7350 -3.9365 -0.3514
H -3.1360 -5.2138 1.0341
H -0.9866 -4.2053 1.6984
H -0.4499 -1.8967 1.0188
H -0.5798 3.3915 2.6304
H 0.6858 5.2625 1.5861
H 2.2080 4.7786 -0.3544
H 2.4513 2.4731 -1.1383
C 1.9141 -3.3891 0.5567
N 2.3561 -2.1974 -0.2001
C 3.7003 -1.8246 0.2916
C 2.5347 -2.5196 -1.6290
C 2.3388 -1.2374 -2.3877
N 0.9831 -0.7125 -2.1040
C 0.8446 0.5365 -2.8915
C 0.0130 -1.7087 -2.6464
H 2.6738 -4.1749 0.5106
H 0.9867 -3.7781 0.1365
H 1.7731 -3.1223 1.6012
H 4.3612 -2.6938 0.2319
H 3.6420 -1.5108 1.3177
H 4.1143 -1.0189 -0.3098
H 1.8276 -3.2824 -1.9451
H 3.5356 -2.9157 -1.8117
H 2.4470 -1.3932 -3.4642
H 3.0760 -0.4951 -2.0763
H 0.9853 0.3195 -3.9540
H 1.5970 1.2553 -2.5800
H -0.1480 0.9502 -2.7549
H -0.9551 -1.2386 -2.7633
H -0.0865 -2.5624 -1.9786
H 0.3497 -2.0555 -3.6280
C 4.1683 1.2819 1.9394
C 3.5455 1.0771 3.3287
C 4.6765 0.9995 4.3670
C 2.6920 2.3155 3.6454
Si 2.3914 -0.4676 3.3900
O 1.6186 -0.7059 1.9480
C 1.0694 -0.2872 4.7136
C 1.3534 0.2378 5.9768
C 0.3872 0.2810 6.9719
C -0.8822 -0.2251 6.7315
C -1.1826 -0.7712 5.4923
C -0.2149 -0.7954 4.4971
C 3.2656 -2.1051 3.7662
C 4.6194 -2.3616 3.5315
C 5.1779 -3.6048 3.7954
C 4.3870 -4.6287 4.2969
C 3.0395 -4.4001 4.5364
C 2.4906 -3.1521 4.2779
H 4.5534 2.3023 1.8546
H 3.4380 1.1313 1.1404
H 5.0073 0.6037 1.7746
H 5.1991 1.9593 4.4125
H 5.4137 0.2371 4.1268
H 4.3005 0.7819 5.3678
H 3.3041 3.2179 3.5571
H 2.2851 2.2844 4.6548
H 1.8517 2.4119 2.9528
H 2.3454 0.6106 6.1997
H 0.6271 0.7054 7.9379
H -1.6318 -0.2039 7.5115
H -2.1669 -1.1843 5.3086
H -0.4531 -1.2372 3.5344
H 5.2602 -1.5869 3.1284
H 6.2312 -3.7736 3.6110
H 4.8220 -5.5968 4.5076
H 2.4185 -5.1930 4.9336
H 1.4396 -2.9839 4.4901
N -2.2219 0.2360 -2.1469
P -3.3005 0.9529 -3.0723
C -5.0197 0.5876 -2.6713
C -5.7046 -0.4526 -3.2991
C -7.0227 -0.7150 -2.9560
C -7.6601 0.0586 -1.9963
C -6.9785 1.0911 -1.3651
C -5.6609 1.3568 -1.6986
C -3.1688 2.7491 -3.1621
C -1.9422 3.3577 -2.9112
C -1.8079 4.7312 -3.0317
C -2.8941 5.4995 -3.4293
C -4.1086 4.8929 -3.7196
C -4.2508 3.5201 -3.5859
C -2.9339 0.3351 -4.7288
C -2.7393 1.2027 -5.8001
C -2.3887 0.6975 -7.0456
C -2.2496 -0.6692 -7.2285
C -2.4600 -1.5406 -6.1662
C -2.7888 -1.0412 -4.9178
H -5.2232 -1.0398 -4.0691
H -7.5569 -1.5159 -3.4494
H -8.6961 -0.1333 -1.7506
H -7.4781 1.6985 -0.6218
H -5.1320 2.1716 -1.2188
H -1.0935 2.7487 -2.6225
H -0.8571 5.2037 -2.8215
H -2.7915 6.5728 -3.5182
H -4.9464 5.4902 -4.0534
H -5.2005 3.0529 -3.8124
H -2.8576 2.2697 -5.6675
H -2.2264 1.3754 -7.8726
H -1.9803 -1.0570 -8.2019
H -2.3736 -2.6090 -6.3151
H -2.9346 -1.7184 -4.0833
```

---

DFT (wB97M-V/def2-TZVPD) results for a 6-piece molecular cluster, C57H66F5N3O22PSi overall at a distorted geometry.

Its charge is +1. The strongest force on any atom is 0.072 Eh/bohr. For the highest occupied orbital energy, the calculation gives -10.970 eV. The calculation puts the orbital gap at 7.7 eV. For the energy, the calculation gives -5161.02815 a.u.

Geometry as XYZ:
```
155
C57H66F5N3O22PSi, DFT wB97M-V/def2-TZVPD
C 1.6532 4.0074 4.5364
C 2.3053 2.6704 4.0628
N 3.5663 2.6322 3.9032
C 1.4847 1.3461 3.8265
N 0.3898 1.5161 2.8106
C -1.0343 1.1070 3.1900
P -1.3815 -0.2522 4.4205
C -1.6815 0.6639 6.0554
O -0.0558 -1.2326 4.7598
C -1.6952 1.1041 1.7303
C -3.1679 0.5962 1.8120
C -4.1501 1.6534 1.1129
C -5.4014 0.9666 0.4700
C -4.6954 2.5596 2.3217
C -0.6089 0.3837 0.7609
C -0.5558 -1.1346 1.2030
C 0.0838 -2.1529 0.1823
O -0.8415 -2.6424 -0.7831
C 1.4824 -1.7418 -0.4216
N 1.6316 -2.0697 -1.8695
C -1.1403 0.6266 -0.6589
F -1.5692 1.9135 -0.9052
F -2.2591 -0.1493 -0.9104
F -0.3063 0.3103 -1.6948
C 0.6771 1.0989 1.3868
C 1.6317 2.0489 0.5989
F 1.7957 1.7673 -0.7345
F 2.9108 1.7918 1.1550
C 1.4472 3.5773 0.7559
C 0.1129 4.1946 0.2137
Si 0.2035 6.1261 0.2210
C 1.0183 6.6374 -1.4405
C -1.6282 6.7006 0.2686
C 1.2114 6.7898 1.6970
C 2.6417 6.5920 1.8858
C 3.3146 7.1625 3.0418
C 2.6152 7.9332 4.0621
C 1.1886 8.1247 3.8577
C 0.5148 7.5745 2.7079
H 1.0730 3.9255 5.4918
H 2.4070 4.8179 4.6934
H 0.9252 4.4252 3.7779
H 3.9676 3.5515 4.1254
H 1.1237 1.0448 4.8374
H 2.2527 0.5928 3.5095
H 0.2623 2.5432 2.8625
H -1.5017 2.0173 3.6671
H -1.2366 0.0817 6.8976
H -2.8001 0.6810 6.1525
H -1.3174 1.7206 6.0236
H -0.3259 -2.1553 4.6173
H -1.8002 2.2050 1.5428
H -3.5848 0.4591 2.8394
H -3.3581 -0.3744 1.2778
H -3.6155 2.3640 0.4401
H -6.0176 1.7890 0.0104
H -6.0410 0.5035 1.2603
H -5.1567 0.2651 -0.3650
H -5.1453 3.5011 1.9184
H -5.4402 1.9371 2.8690
H -3.8102 2.7628 2.9834
H -0.0007 -1.3031 2.1687
H -1.6008 -1.5523 1.4063
H 0.2971 -3.0695 0.8036
H -0.8582 -2.0611 -1.5626
H 2.2919 -2.3267 0.1018
H 1.7619 -0.6689 -0.3137
H 2.0763 -2.9718 -2.0068
H 2.0901 -1.3149 -2.3838
H 1.3580 0.2189 1.5673
H 1.5880 3.9529 1.8050
H 2.2831 4.0568 0.1732
H 0.0171 3.9105 -0.8657
H -0.8002 3.9399 0.8080
H 1.9783 6.0782 -1.5404
H 1.1836 7.7451 -1.3687
H 0.2731 6.3739 -2.2332
H -1.7331 7.7799 0.0089
H -2.1556 6.0515 -0.4792
H -2.0865 6.4445 1.2624
H 3.2426 6.0293 1.1393
H 4.4134 7.0505 3.1994
H 3.1504 8.3791 4.9304
H 0.5821 8.7266 4.5668
H -0.5708 7.7713 2.5759
C -1.4386 -5.0776 -3.0908
C -0.4422 -5.5297 -3.8590
C -0.5774 -6.7913 -4.6504
O 0.3479 -7.1558 -5.3511
C -1.8289 -7.5399 -4.5409
C -2.8229 -7.0887 -3.7693
C -2.6960 -5.8135 -2.9996
O -3.6327 -5.4286 -2.3208
O -3.9821 -7.7595 -3.6489
O 0.7281 -4.8732 -3.9591
H -1.3568 -4.1664 -2.5150
H -1.9083 -8.4594 -5.1042
H -4.5305 -7.2279 -3.0408
H 1.2725 -5.4037 -4.5731
C -7.0828 -0.6693 -4.9852
C -6.4734 0.5133 -5.1192
C -5.1365 0.7784 -4.5032
O -4.6096 1.8642 -4.6662
C -4.5179 -0.2888 -3.7201
C -5.1288 -1.4709 -3.5829
C -6.4531 -1.7448 -4.2216
O -6.9634 -2.8407 -4.0850
O -4.5820 -2.4659 -2.8661
O -7.0320 1.5192 -5.8140
H -8.0481 -0.8737 -5.4275
H -3.5594 -0.0791 -3.2651
H -5.2139 -3.2096 -2.9214
H -6.3960 2.2583 -5.7625
C 6.9590 1.4128 -4.1643
C 6.1033 0.3970 -4.0076
C 4.7440 0.6068 -3.4164
O 3.9786 -0.3371 -3.3067
C 4.3844 1.9546 -2.9846
C 5.2419 2.9677 -3.1374
C 6.5884 2.7655 -3.7536
O 7.3284 3.7207 -3.8894
O 4.9343 4.2167 -2.7453
O 6.4272 -0.8549 -4.3766
H 7.9425 1.2763 -4.5924
H 3.4071 2.0893 -2.5432
H 5.7163 4.7599 -2.9665
H 5.6492 -1.4038 -4.1603
C -2.5947 -5.4970 1.2877
C -2.9561 -6.7845 1.3176
C -3.8988 -7.3069 2.3554
O -4.2156 -8.4795 2.3351
C -4.3990 -6.3697 3.3628
C -4.0337 -5.0854 3.3320
C -3.1135 -4.5611 2.2787
O -2.8197 -3.3760 2.2764
O -4.4770 -4.2016 4.2476
O -2.4920 -7.6666 0.4188
H -1.9160 -5.1048 0.5411
H -5.0659 -6.7618 4.1183
H -4.0715 -3.3478 4.0039
H -2.9016 -8.5221 0.6545
C 6.4297 -3.1329 0.3096
C 7.3329 -4.1183 0.2712
C 7.5648 -4.9161 -0.9720
O 8.4082 -5.7903 -0.9687
C 6.7514 -4.6066 -2.1491
C 5.8475 -3.6244 -2.1092
C 5.6361 -2.8094 -0.8731
O 4.8137 -1.9129 -0.8883
O 5.0836 -3.3272 -3.1883
O 8.0732 -4.4370 1.3442
H 6.2537 -2.5470 1.2012
H 6.9161 -5.2025 -3.0364
H 4.5091 -2.5825 -2.9096
H 8.6460 -5.1752 1.0584
```

---

DFT (wB97M-V/def2-TZVPD) results for C57H68BrInO3P2 as an isolated structure.

The calculation puts the energy relative to the best compared isomer or geometry (same formula, charge and spin) at 30.4 kcal/mol. The strongest force on any atom is 0.002 Eh/bohr. For the highest occupied orbital energy, the calculation gives -6.698 eV. The calculation puts the orbital gap at 6.9 eV. For the energy, the calculation gives -5885.44177 a.u.

Geometry as XYZ:
```
132
C57H68BrInO3P2, DFT wB97M-V/def2-TZVPD
In -0.3761 0.7700 1.3180
C -0.3954 1.7758 3.8489
C -0.4698 0.3735 3.9876
C -1.7047 -0.0558 3.4433
C -2.4122 1.0911 2.9944
C -1.6030 2.2269 3.2452
C -2.0405 3.6611 3.1577
C -3.8196 1.0904 2.4663
C -2.2286 -1.4630 3.4340
C 0.5690 -0.5054 4.6261
C 0.7225 2.6425 4.3526
H -2.6845 3.8630 2.2989
H -1.1878 4.3404 3.0859
H -2.6045 3.9543 4.0498
H -3.8909 0.7771 1.4195
H -4.2647 2.0856 2.5399
H -4.4551 0.4141 3.0437
H -2.7558 -1.6972 2.5064
H -2.9326 -1.6373 4.2550
H -1.4188 -2.1860 3.5400
H 1.2071 -1.0110 3.8986
H 0.1012 -1.2760 5.2431
H 1.2159 0.0790 5.2828
H 1.7000 2.1967 4.1579
H 0.6531 2.8094 5.4325
H 0.7163 3.6255 3.8770
O 2.0702 -1.7555 1.7029
C 2.3644 -2.0383 0.5781
O 1.9280 -1.2936 -0.4817
C 3.1810 -3.1726 0.1107
C 3.7419 -4.1584 0.9159
C 4.4443 -5.1720 0.2928
C 4.5684 -5.1867 -1.1001
C 4.0027 -4.1926 -1.8803
C 3.2993 -3.1651 -1.2597
P 2.3666 -1.7220 -2.0757
C 1.2918 -2.9083 -2.9527
C 1.1893 -2.9881 -4.3344
C 0.4059 -3.9751 -4.9227
C -0.2769 -4.8858 -4.1358
C -0.1684 -4.8191 -2.7515
C 0.6152 -3.8435 -2.1670
C 3.8809 -1.2656 -3.0618
C 3.8260 -0.7615 -4.3621
C 4.9814 -0.3800 -5.0246
C 6.2096 -0.4381 -4.3806
C 6.2729 -0.8914 -3.0730
C 5.1205 -1.3168 -2.4261
H 3.6188 -4.1203 1.9904
H 4.8966 -5.9610 0.8792
H 5.1170 -5.9915 -1.5738
H 4.1077 -4.2185 -2.9594
H 1.7094 -2.2902 -4.9723
H 0.3345 -4.0252 -6.0017
H -0.8888 -5.6509 -4.5963
H -0.6980 -5.5277 -2.1281
H 0.6911 -3.8028 -1.0869
H 2.8785 -0.6249 -4.8634
H 4.9155 -0.0133 -6.0412
H 7.1092 -0.1216 -4.8926
H 7.2215 -0.9251 -2.5526
H 5.1978 -1.6895 -1.4127
Br -1.4031 -1.2849 -2.6339
C -0.4451 -0.3623 -3.9781
C -1.0590 -0.2040 -5.1888
C -0.5469 0.7149 -6.1269
C 0.4591 1.5580 -5.7541
C 1.0882 1.4189 -4.4913
C 2.0262 2.3834 -4.0396
C 2.6076 2.2449 -2.8163
C 2.4520 1.0317 -2.1130
C 1.6361 0.0177 -2.5503
C 0.7638 0.3182 -3.6505
H -1.9739 -0.7425 -5.3962
H -1.0226 0.8133 -7.0942
H 0.7797 2.3633 -6.4051
H 2.2390 3.2383 -4.6714
H 3.2737 3.0061 -2.4291
H 3.1025 0.8578 -1.2617
O -1.5295 1.7420 -1.0841
P -1.9589 3.1735 -1.2096
C -1.7724 3.7089 -2.9401
C -2.1497 5.1514 -3.3039
C -2.0495 5.3258 -4.8182
C -3.0880 4.4598 -5.5581
C -3.5684 3.2857 -4.6988
C -2.4173 2.6786 -3.9060
C -3.6585 3.3175 -0.5647
C -4.5681 2.2390 -1.1823
C -5.9611 2.3559 -0.5726
C -6.6353 3.6821 -0.9744
C -5.6099 4.7455 -1.3816
C -4.3597 4.6990 -0.5067
C -0.8646 4.1862 -0.1563
C -1.1312 5.6987 0.0511
C 0.1534 6.5233 -0.0261
C 1.2516 5.9425 0.8624
C 1.5160 4.4501 0.5503
C 0.5967 3.9163 -0.5443
H -0.6844 3.6212 -3.0602
H -1.4812 5.8532 -2.8015
H -3.1651 5.3916 -2.9758
H -1.0378 5.0401 -5.1240
H -2.1674 6.3764 -5.0891
H -2.6477 4.0752 -6.4815
H -3.9440 5.0694 -5.8560
H -4.0306 2.5230 -5.3295
H -4.3523 3.6253 -4.0164
H -1.6560 2.3396 -4.6077
H -2.7306 1.7848 -3.3631
H -3.4802 2.9823 0.4642
H -4.1293 1.2577 -1.0002
H -4.6367 2.3530 -2.2674
H -5.8656 2.2968 0.5156
H -6.5806 1.5088 -0.8718
H -7.2378 4.0552 -0.1428
H -7.3270 3.5170 -1.8037
H -6.0584 5.7398 -1.3320
H -5.3203 4.5982 -2.4259
H -4.6445 4.9067 0.5292
H -3.6918 5.5078 -0.7943
H -1.0106 3.6752 0.8054
H -1.5857 5.8421 1.0356
H -1.8449 6.0968 -0.6681
H -0.0603 7.5551 0.2616
H 0.5032 6.5630 -1.0623
H 0.9580 6.0599 1.9094
H 2.1658 6.5256 0.7366
H 1.3522 3.8438 1.4469
H 2.5592 4.2943 0.2658
H 0.7473 2.8438 -0.6741
H 0.8325 4.3806 -1.5075
```